1.
C25H58F4N14O31S | the ωB97M-V functional and the def2-TZVPD basis

Last column: Mulliken charge in e.
Cartesian coordinates (Å):
1 C 5.5657 1.2966 -1.2694  -1.0103
2 C 5.0255 0.8955 -2.6369  -0.1944
3 O 4.5664 1.9890 -3.4109  -0.4651
4 C 3.4112 2.6026 -2.8656  -0.2560
5 C 2.6938 3.3556 -3.9825  -1.7972
6 C 1.1743 3.2327 -3.8946  0.7302
7 O 0.7304 3.0796 -2.5427  -0.3960
8 C 0.4057 4.5076 -4.3423  -0.2257
9 O 0.7893 5.6367 -4.1463  -0.5930
10 N -0.8116 4.1421 -4.9365  -0.4456
11 C -0.9966 2.6725 -4.8133  -0.1584
12 C -1.8899 2.3364 -3.6305  0.1754
13 F -3.0510 3.1212 -3.8138  -0.5019
14 C -2.3203 0.8980 -3.4868  0.1145
15 C -3.0083 0.7169 -2.1197  -1.2297
16 C 0.4849 2.2418 -4.8203  -0.8400
17 S 1.0296 0.5435 -4.6790  1.4581
18 O 0.9852 0.0842 -3.3181  -0.5696
19 O 2.3007 0.4646 -5.3449  -0.7199
20 C -0.0922 -0.5480 -5.7430  0.6479
21 F -0.4919 -1.5738 -4.9995  -0.1949
22 F -1.1503 0.1169 -6.2133  -0.1960
23 F 0.6171 -1.0001 -6.7645  -0.1961
24 H 4.7685 1.3826 -0.5293  0.1228
25 H 6.1147 2.2271 -1.2863  0.3166
26 H 6.2393 0.5119 -0.9170  0.4739
27 H 5.8066 0.4199 -3.2297  0.4332
28 H 4.2226 0.1582 -2.5030  0.1429
29 H 2.7695 1.8472 -2.4044  0.4540
30 H 3.7385 3.3029 -2.0860  0.5183
31 H 2.9478 4.4159 -4.0045  0.3306
32 H 3.0463 2.9205 -4.9189  0.3662
33 H 0.8951 3.9199 -2.0954  0.4075
34 H -1.5406 4.6861 -4.4831  0.4001
35 H -1.4878 2.3597 -5.7339  0.8221
36 H -1.4488 2.6530 -2.6875  0.3476
37 H -1.4494 0.2447 -3.4668  -0.0766
38 H -2.9783 0.6094 -4.3087  0.4278
39 H -3.5592 1.5920 -1.8309  0.2052
40 H -2.2273 0.5324 -1.3914  0.1976
41 H -3.6851 -0.1352 -2.1638  0.3264
42 H 0.8224 2.5543 -5.8132  0.7243
43 C -3.7940 4.0450 1.8911  -0.4872
44 N -3.8235 2.8431 1.0148  0.8848
45 O -4.5490 1.9245 1.3274  -0.5391
46 O -3.1102 2.8588 0.0291  -0.4402
47 H -4.4821 3.8843 2.7126  0.2962
48 H -2.7782 4.1540 2.2552  -0.0238
49 H -4.0911 4.8990 1.2899  0.3063
50 C -0.3620 -2.6450 -0.0617  -0.5992
51 N -1.7454 -2.0963 -0.0701  0.9932
52 O -2.6597 -2.8118 -0.4230  -0.5517
53 O -1.8710 -0.9374 0.2668  -0.5368
54 H -0.3906 -3.6804 -0.3804  0.3323
55 H 0.2166 -2.0322 -0.7488  0.1539
56 H 0.0081 -2.5517 0.9498  0.2430
57 C 0.0106 -4.6710 4.3042  -0.8751
58 N 1.0744 -4.6854 3.2684  0.8891
59 O 2.1565 -5.1606 3.5635  -0.6092
60 O 0.7961 -4.2217 2.1841  -0.4453
61 H 0.4115 -5.1141 5.2075  0.3291
62 H -0.2683 -3.6323 4.4595  0.2931
63 H -0.8232 -5.2430 3.9073  0.3205
64 C 2.7951 -1.3683 1.4793  -0.4120
65 N 2.0591 -0.4347 2.3686  1.2039
66 O 1.1172 -0.8718 3.0008  -0.5774
67 O 2.4533 0.7118 2.4212  -0.6722
68 H 2.3284 -2.3430 1.5544  0.0304
69 H 2.7359 -0.9752 0.4676  0.1716
70 H 3.8190 -1.3989 1.8223  0.3094
71 C 6.8950 4.6856 2.1181  -0.8131
72 N 6.4586 3.6083 1.1888  0.9645
73 O 5.4171 3.0325 1.4358  -0.5041
74 O 7.1577 3.3743 0.2257  -0.5599
75 H 6.1574 4.7697 2.9071  0.2814
76 H 7.8697 4.4070 2.5070  0.3110
77 H 6.9602 5.6019 1.5398  0.2994
78 C 1.9475 4.1511 1.1174  -0.5542
79 N 2.6440 4.8703 2.2193  1.1010
80 O 2.4001 4.5444 3.3625  -0.6569
81 O 3.4249 5.7395 1.8905  -0.5856
82 H 1.2872 3.4061 1.5467  0.2438
83 H 1.3915 4.8949 0.5536  0.3639
84 H 2.7194 3.6924 0.5043  0.0117
85 C 0.4615 3.6392 4.7308  -0.7724
86 N -0.6932 4.0542 3.8898  0.9918
87 O -0.5924 3.9483 2.6808  -0.5515
88 O -1.6758 4.4749 4.4634  -0.5619
89 H 1.2493 3.2832 4.0820  0.3525
90 H 0.7711 4.5108 5.2996  0.2805
91 H 0.1071 2.8515 5.3888  0.3171
92 C -5.7913 -3.1413 -0.5214  -0.4971
93 N -7.0948 -3.7733 -0.8534  0.9595
94 O -7.1594 -4.4729 -1.8449  -0.5652
95 O -8.0260 -3.5430 -0.1084  -0.5705
96 H -5.0640 -3.4376 -1.2658  0.2915
97 H -5.9424 -2.0687 -0.5210  0.0543
98 H -5.5040 -3.4895 0.4661  0.3517
99 C 2.6368 -7.8205 1.5640  -0.6192
100 N 1.3715 -7.5225 0.8391  0.9204
101 O 1.3792 -7.5885 -0.3697  -0.5391
102 O 0.4050 -7.2278 1.5153  -0.5267
103 H 3.3961 -8.0638 0.8309  0.3141
104 H 2.8972 -6.9330 2.1332  0.1538
105 H 2.4383 -8.6573 2.2267  0.2847
106 C 4.3221 -3.1716 5.1173  -0.3114
107 N 5.4101 -3.1388 4.0991  0.9291
108 O 6.4899 -3.5901 4.4047  -0.5603
109 O 5.1434 -2.6509 3.0160  -0.5679
110 H 4.7163 -3.6252 6.0160  0.2576
111 H 4.0188 -2.1435 5.2946  0.2946
112 H 3.5004 -3.7559 4.7193  -0.0500
113 C 3.4670 -4.5016 9.0411  -0.7545
114 N 2.2639 -4.1888 8.2206  0.8711
115 O 2.3724 -4.2251 7.0078  -0.4798
116 O 1.2486 -3.9192 8.8182  -0.5187
117 H 4.2906 -4.7250 8.3738  0.2970
118 H 3.6739 -3.6301 9.6544  0.3021
119 H 3.2181 -5.3555 9.6633  0.2988
120 C -6.8163 1.5749 -2.3570  -0.8644
121 N -6.5327 0.1914 -1.8926  0.9951
122 O -6.0562 0.0437 -0.7902  -0.5413
123 O -6.7964 -0.7158 -2.6601  -0.5411
124 H -6.5271 2.2594 -1.5687  0.2839
125 H -6.2333 1.7377 -3.2588  0.2816
126 H -7.8799 1.6304 -2.5719  0.3317
127 C -8.8158 -1.6381 -5.2362  -0.4607
128 N -10.1449 -0.9705 -5.1991  0.8766
129 O -11.1155 -1.6026 -5.5534  -0.5331
130 O -10.1636 0.1812 -4.8098  -0.5428
131 H -8.9455 -2.6500 -5.6002  0.3186
132 H -8.1841 -1.0546 -5.8988  0.2461
133 H -8.4201 -1.6267 -4.2254  0.1063

The net charge is 0. The energy above the lowest of the compared OMol25 structures with the same formula, charge and spin comes out at 0.0 kcal per mole. The value obtained for the HOMO energy is -9.52 eV. The calculation puts the LUMO energy at -0.60 eV. Its spin multiplicity is 1. As for the gap between HOMO and LUMO: 8.9 eV.

2.
C25H58N14O3Sm | the ωB97M-V functional and the def2-TZVPD basis

Last column: Löwdin spin population.
Cartesian coordinates (Å):
1 Sm -0.9674 0.1840 0.4664  5.0483
2 C 2.9837 -1.7231 3.1421  0.0000
3 N 2.5708 -0.8254 2.0863  0.0002
4 C 1.9160 0.3724 2.5615  0.0008
5 C 2.4675 -1.2315 0.7924  0.0000
6 N 1.4941 -0.7840 0.0503  -0.0049
7 C 1.6459 -0.8395 -1.4017  0.0002
8 C 0.6060 -1.7574 -2.0584  0.0001
9 N -0.7523 -1.2893 -1.7563  -0.0051
10 C -1.3671 -0.6595 -2.9389  -0.0002
11 C -0.5470 0.4514 -3.5991  0.0000
12 N -0.1896 1.5297 -2.7033  -0.0004
13 C 0.0542 2.6855 -3.1949  0.0000
14 N 0.0883 2.9885 -4.5434  0.0000
15 C 0.9757 2.3022 -5.4603  0.0000
16 C -0.3542 4.2741 -5.0375  0.0000
17 N 0.3799 3.7085 -2.2596  -0.0002
18 C 1.7552 4.1646 -2.3718  0.0000
19 C -0.5706 4.7769 -2.0038  0.0000
20 C -1.6393 -2.3843 -1.3219  0.0001
21 C -1.1634 -3.1469 -0.0815  0.0002
22 N -1.1798 -2.3361 1.1363  -0.0056
23 C -1.0484 -3.0148 2.2496  -0.0002
24 N -1.4408 -2.5156 3.4391  -0.0001
25 C -2.3775 -1.4232 3.5441  0.0002
26 C -0.7219 -2.8013 4.6603  0.0000
27 N -0.5994 -4.3248 2.2789  -0.0003
28 C 0.7166 -4.6846 1.8089  0.0000
29 C -1.2518 -5.3342 3.0809  0.0000
30 N 3.5197 -2.0161 0.3523  0.0000
31 C 3.3908 -3.2466 -0.3923  0.0000
32 C 4.8723 -1.7571 0.7949  0.0000
33 H 2.1622 -1.8227 3.8565  0.0000
34 H 3.8577 -1.3408 3.6762  0.0000
35 H 3.2186 -2.7104 2.7526  0.0000
36 H 2.5418 0.8266 3.3318  0.0001
37 H 0.9319 0.1611 2.9929  0.0002
38 H 1.8011 1.0854 1.7433  0.0002
39 H 2.6541 -1.1649 -1.6849  0.0000
40 H 1.4719 0.1805 -1.7680  0.0001
41 H 0.7455 -2.7735 -1.6909  0.0000
42 H 0.7853 -1.7913 -3.1373  -0.0001
43 H -2.3217 -0.2400 -2.6280  0.0000
44 H -1.5535 -1.4165 -3.7197  -0.0001
45 H -1.1457 0.8329 -4.4369  0.0000
46 H 0.3653 0.0233 -4.0287  0.0000
47 H 1.5376 1.5264 -4.9437  0.0000
48 H 1.6932 3.0252 -5.8668  0.0000
49 H 0.4195 1.8579 -6.2929  0.0000
50 H -1.2621 4.5789 -4.5245  0.0000
51 H -0.5892 4.1619 -6.0960  0.0000
52 H 0.4070 5.0559 -4.9417  0.0000
53 H 1.9326 4.8672 -3.1963  0.0000
54 H 2.4051 3.2990 -2.4974  0.0000
55 H 2.0255 4.6570 -1.4373  0.0000
56 H -1.5811 4.3893 -2.1003  0.0000
57 H -0.4351 5.6366 -2.6714  0.0000
58 H -0.4415 5.1350 -0.9804  0.0000
59 H -1.7536 -3.1216 -2.1357  0.0000
60 H -2.6239 -1.9492 -1.1112  0.0000
61 H -0.1639 -3.5567 -0.2648  0.0000
62 H -1.8292 -4.0127 0.0494  0.0000
63 H -1.8553 -0.4731 3.6882  0.0001
64 H -3.0292 -1.6089 4.4002  0.0000
65 H -2.9736 -1.3654 2.6304  0.0001
66 H 0.1423 -3.4318 4.4668  0.0000
67 H -1.3680 -3.2958 5.3904  0.0000
68 H -0.3678 -1.8599 5.0896  0.0000
69 H 1.2498 -3.7869 1.4997  0.0000
70 H 0.6656 -5.4016 0.9812  0.0000
71 H 1.2788 -5.1548 2.6247  0.0000
72 H -2.2312 -4.9849 3.3933  0.0000
73 H -0.6732 -5.6143 3.9673  0.0000
74 H -1.3795 -6.2281 2.4654  0.0000
75 H 2.3516 -3.4585 -0.6212  0.0000
76 H 3.7888 -4.0784 0.2033  0.0000
77 H 3.9577 -3.2050 -1.3277  0.0000
78 H 4.9065 -0.8208 1.3433  0.0000
79 H 5.5212 -1.6704 -0.0825  0.0000
80 H 5.2590 -2.5639 1.4252  0.0000
81 N -2.7162 3.8263 0.2110  0.0000
82 C -3.7419 2.8362 -0.1265  -0.0002
83 C -3.2013 1.4329 0.1411  -0.0015
84 O -2.6935 0.8063 -0.8499  -0.0107
85 N -3.1955 0.8384 1.2985  -0.0052
86 C -3.3139 1.6325 2.5065  -0.0002
87 C -1.8370 2.0582 2.7221  -0.0003
88 O -1.5609 3.2480 2.8618  -0.0009
89 O -0.9879 1.1154 2.6204  -0.0038
90 H -2.5674 3.8555 1.2201  0.0000
91 H -3.0373 4.7523 -0.0575  0.0000
92 H -3.9346 2.8885 -1.2014  0.0000
93 H -4.6915 2.9903 0.4069  0.0000
94 H -3.6803 1.0088 3.3233  0.0000
95 H -3.9550 2.5142 2.4141  -0.0002
96 N 0.7725 3.1373 1.1400  0.0001
97 N -0.0807 2.4576 0.1720  -0.0106
98 H 0.9883 4.0788 0.8045  -0.0002
99 H 0.2213 3.2651 1.9975  0.0000
100 H 0.4104 2.5204 -0.7348  0.0001
101 H -0.9627 2.9970 0.0250  0.0000

The net charge is +1. As for the expectation value of S²: 8.757. The value obtained for the HOMO energy (alpha / beta) is -10.68 / -10.68 eV. The calculation puts the LUMO energy (alpha / beta) at -1.66 / -1.60 eV. Its spin multiplicity is 6. As for the gap between HOMO and LUMO (alpha / beta): 9.0 / 9.1 eV.

Number 1: E -132867.404 eV, largest force on an atom 1.73 eV Å⁻¹. Number 2: E -71771.453 eV, largest force on an atom 1.83 eV Å⁻¹.